11
Properties=species:S:1:pos:R:3 method="wB97M-V/def2-TZVPD" multiplicity=3 max_force_ev_per_a=1.8 charge=+1 lumo_energy_ev="-4.189 / -8.256" s2=2.01 orbital_gap_ev="9.057 / 5.859"
H 0.54 -0.85 -2.02
Hg -1.94 -1.35 -0.20
O 0.03 -0.13 0.00
O 1.13 -0.07 -1.87
C 1.18 0.16 -0.59
C -0.25 0.60 1.27
C 0.86 1.43 1.75
H -1.14 1.20 1.05
H -0.50 -0.20 1.98
H 0.93 2.48 1.48
H 1.66 0.98 2.35